<1>
Here is the ion C3H8NS with charge +1 from the Open Molecules 2025 dataset. Energies are from the ωB97M-V functional and the def2-TZVPD basis.

```
! wB97M-V def2-TZVPD RIJCOSX def2/J DEFGRID3
* xyz 1 1
C -1.763 0.637 -0.213
C 0.163 -0.555 0.488
C 1.168 -1.273 -0.395
N -0.365 1.002 -0.309
S -1.637 -1.081 0.389
H -2.383 1.332 0.487
H -2.224 0.653 -1.141
H 0.504 -0.459 1.540
H 1.195 -2.322 -0.051
H 2.240 -0.923 -0.290
H 0.734 -1.088 -1.371
H 0.043 0.985 -1.299
H -0.118 1.889 0.119
*
```

Properties
Frontier orbital gap ... 9.457 eV
LUMO energy ... -4.416 eV

<2>
Here is a cluster of 2 separate species, C3H8NS in total from the Open Molecules 2025 dataset. Energies are from the ωB97M-V functional and the def2-TZVPD basis.

```
! wB97M-V def2-TZVPD RIJCOSX def2/J DEFGRID3
* xyz 1 1
C -1.830 -1.350 0.219
C -0.358 -1.310 -0.293
C -1.049 -0.187 0.366
N 1.788 1.697 0.118
S -1.122 1.439 0.382
H -2.615 -1.358 -0.551
H -1.808 -2.171 0.937
H 0.407 -1.937 0.086
H -0.231 -1.405 -1.412
H 2.182 0.805 0.559
H 2.153 2.545 0.346
H 1.783 1.635 -0.910
H 0.701 1.598 0.152
*
```

Properties
Frontier orbital gap ... 8.698 eV
LUMO energy ... -4.867 eV

Q: Which of them is the most stable? A: <1>.

<1>
Here is an isolated molecule of C9H11NSi from the Open Molecules 2025 dataset. Energies are from the ωB97M-V functional and the def2-TZVPD basis.

```
! wB97M-V def2-TZVPD RIJCOSX def2/J DEFGRID3
* xyz 0 1
C 2.166 -1.245 0.285
C 0.838 -1.733 0.568
C 1.253 0.976 0.236
C 2.376 0.128 0.112
C -0.043 0.450 0.298
C -0.266 -0.961 0.452
C -2.542 0.360 -0.015
C 3.554 0.757 -0.424
C -3.668 1.126 -0.411
N -0.993 1.306 0.115
Si -2.170 -1.416 0.408
H 2.908 -1.921 0.328
H 0.670 -2.786 0.816
H 1.253 1.982 -0.042
H 3.217 0.991 -1.494
H 3.853 1.815 0.016
H 4.415 0.112 -0.270
H -3.769 1.941 0.257
H -4.589 0.495 -0.735
H -3.541 1.774 -1.327
H -2.021 -2.315 -0.779
H -2.901 -1.835 1.607
*
```

Properties
Frontier orbital gap (alpha / beta) ... 7.718 / 7.036 eV
LUMO energy (alpha / beta) ... -0.053 / -0.829 eV

<2>
Here is a cluster of 2 separate species, C9H11NSi in total from the Open Molecules 2025 dataset. Energies are from the ωB97M-V functional and the def2-TZVPD basis.

```
! wB97M-V def2-TZVPD RIJCOSX def2/J DEFGRID3
* xyz 0 1
C 0.638 -2.605 2.021
C 0.042 -1.626 2.322
C 1.039 0.514 -2.713
C 0.629 -0.012 -3.961
C 0.362 0.140 -1.585
C -0.367 -0.934 -4.030
C -0.710 -0.719 -1.767
C 0.835 1.201 3.170
C -1.987 0.990 1.763
N -0.970 -1.336 -2.894
Si -0.498 0.177 2.339
H 0.963 -3.512 1.672
H 2.082 0.858 -2.745
H 1.069 0.323 -4.787
H 0.597 0.523 -0.625
H -0.557 -1.494 -4.937
H 0.498 2.104 3.648
H 1.353 0.555 4.054
H 1.680 1.469 2.447
H -2.190 1.487 2.761
H -1.335 -1.015 -0.936
H -2.792 0.445 1.251
*
```

Properties
Frontier orbital gap ... 8.082 eV
LUMO energy ... -0.113 eV

Q: Which of them is the most stable? A: <2>.

<1>
Here is an isolated molecule of C7H11N3O from the Open Molecules 2025 dataset. Energies are from the ωB97M-V functional and the def2-TZVPD basis.

```
! wB97M-V def2-TZVPD RIJCOSX def2/J DEFGRID3
* xyz 0 1
C 1.959 1.938 -1.260
H 1.985 1.349 -2.221
H 0.858 2.268 -1.387
H 2.629 2.794 -1.309
C 1.994 1.242 -0.200
N 1.248 0.058 -0.109
C 0.048 0.039 0.474
C -0.567 -1.319 -0.146
C 0.540 -1.940 -0.813
N 1.510 -1.143 -0.767
H 0.684 -3.098 -1.196
C -1.743 -1.933 0.092
N -2.863 -1.119 0.842
O -3.897 -2.099 1.052
H -4.548 -1.350 1.418
H -1.884 -2.907 -0.008
C -0.760 1.152 1.150
H -0.705 1.981 0.498
H -1.772 0.606 1.241
H -0.044 1.232 2.016
H 3.145 0.682 -0.229
H 2.183 1.566 0.863
*
```

Properties
Frontier orbital gap ... 7.207 eV
LUMO energy ... 0.132 eV

<2>
Here is an isolated molecule of C7H11N3O from the Open Molecules 2025 dataset. Energies are from the ωB97M-V functional and the def2-TZVPD basis.

```
! wB97M-V def2-TZVPD RIJCOSX def2/J DEFGRID3
* xyz 0 1
C 0.002 2.971 0.234
C 0.280 1.505 0.046
C 2.510 -1.202 0.128
C 0.076 -0.714 -0.192
C -0.287 -2.124 -0.254
C -0.641 0.503 -0.314
C -2.058 0.588 -0.643
H 0.866 3.491 0.713
H -0.174 3.439 -0.747
H -0.867 3.158 0.847
H 2.280 -1.960 0.876
H 3.271 -0.539 0.494
H 2.778 -1.621 -0.827
H -0.293 -2.672 0.733
H -1.347 -2.179 -0.616
H 0.334 -2.718 -0.930
H -2.409 1.311 -1.410
H -1.640 -0.761 1.046
N 1.528 1.031 0.116
N 1.355 -0.381 -0.062
N -2.987 -0.157 -0.121
O -2.577 -0.969 0.882
*
```

Properties
Frontier orbital gap ... 9.441 eV
LUMO energy ... 0.720 eV

Q: Which of them is the most stable? A: <2>.

<1>
Here is a cluster of 9 separate species, H19O9 in total from the Open Molecules 2025 dataset. Energies are from the ωB97M-V functional and the def2-TZVPD basis.

```
! wB97M-V def2-TZVPD RIJCOSX def2/J DEFGRID3
* xyz 1 1
O 0.204 0.579 0.715
H 0.241 -0.423 0.980
H -0.571 0.663 0.113
H 0.973 0.667 0.103
O -1.267 -3.593 -0.141
H -0.531 -3.114 0.230
H -2.042 -3.309 0.295
O 2.268 -0.564 -2.958
H 2.246 0.153 -2.327
H 1.773 -0.218 -3.847
O -0.255 -0.653 3.537
H 0.743 -0.515 3.530
H -0.496 -0.086 4.285
O 2.547 1.125 -0.645
H 3.441 1.000 -0.492
H 2.436 2.101 -0.769
O 0.832 -2.008 1.332
H 0.287 -2.276 2.182
H 1.579 -2.564 1.200
O -1.579 -0.558 -1.175
H -1.068 -1.355 -1.526
H -2.260 -0.474 -1.811
O -1.983 2.549 0.559
H -1.942 2.511 1.564
H -2.683 2.053 0.205
O -0.650 2.983 -1.769
H -1.170 2.481 -2.411
H -1.071 2.843 -0.960
*
```

Properties
Frontier orbital gap ... 10.712 eV
LUMO energy ... -3.306 eV

<2>
Here is a cluster of 9 separate species, H19O9 in total from the Open Molecules 2025 dataset. Energies are from the ωB97M-V functional and the def2-TZVPD basis.

```
! wB97M-V def2-TZVPD RIJCOSX def2/J DEFGRID3
* xyz 1 1
O 0.244 -2.708 2.428
H 1.913 -0.192 1.093
H -1.133 -0.369 1.886
O -0.512 0.030 -1.972
H 0.072 4.088 -2.087
O 1.069 -1.142 0.334
H -1.057 0.787 -2.164
H 0.332 -0.584 0.036
O 0.215 1.957 0.430
H -0.076 1.382 -0.297
H -0.549 2.453 0.733
O -2.802 -2.911 0.391
H -3.514 -2.649 0.990
H -2.939 -3.866 0.444
O -0.407 3.278 -2.288
H 0.734 -2.020 0.564
H -1.292 3.351 -1.931
O -1.153 -0.096 0.966
H -0.382 -2.285 3.033
H -1.739 -0.732 0.523
O 1.813 0.637 1.837
H 2.505 1.292 1.615
H 1.058 1.351 1.371
O 1.757 0.765 -2.276
H 2.583 1.120 -2.614
H 1.100 1.437 -2.146
H 0.887 -2.844 3.127
H 0.014 -0.346 -2.676
*
```

Properties
Frontier orbital gap ... 11.290 eV
LUMO energy ... -3.072 eV

Q: Which of them is the most stable? A: <1>.

<1>
Here is the ion C3H12NP2 with charge +1 from the Open Molecules 2025 dataset. Energies are from the ωB97M-V functional and the def2-TZVPD basis.

```
! wB97M-V def2-TZVPD RIJCOSX def2/J DEFGRID3
* xyz 1 1
C -1.379 1.311 0.310
C -1.577 0.364 -0.851
C 2.180 -0.503 -0.099
N -1.364 -0.965 -0.262
P 0.745 -1.271 0.316
P 2.659 1.208 0.243
H -2.240 1.422 1.010
H -0.453 1.179 0.706
H -1.363 2.436 0.018
H -0.982 0.355 -1.736
H -2.616 0.209 -1.383
H 2.317 -0.793 -1.103
H -1.719 -1.772 -0.826
H -1.966 -1.113 0.550
H 0.679 -2.499 -0.342
H 0.726 -1.722 1.638
H 2.266 1.302 1.544
H 4.087 0.852 0.265
*
```

Properties
Frontier orbital gap ... 7.874 eV
LUMO energy ... -4.477 eV

<2>
Here is a cluster of 2 separate species, C3H12NP2 in total from the Open Molecules 2025 dataset. Energies are from the ωB97M-V functional and the def2-TZVPD basis.

```
! wB97M-V def2-TZVPD RIJCOSX def2/J DEFGRID3
* xyz 1 1
C -0.162 -0.060 1.543
C -0.554 1.322 -0.260
C 0.432 -0.740 -0.648
N -0.513 -0.062 0.122
P 2.739 -0.099 -0.015
P -2.273 -0.691 -0.190
H -0.075 -1.198 1.791
H 0.918 0.322 1.577
H -0.738 0.454 2.361
H -1.005 1.602 -1.305
H -1.015 1.846 0.605
H 0.446 1.653 -0.287
H 0.260 -0.480 -1.626
H 0.587 -1.743 -0.346
H 2.951 -1.560 -0.036
H 2.826 -0.318 -1.441
H -2.910 0.564 -0.388
H -1.915 -0.811 -1.457
*
```

Properties
Frontier orbital gap ... 9.369 eV
LUMO energy ... -4.337 eV

Q: Which of them is the most stable? A: <1>.

<1>
Here is a cluster of 2 separate species, ClH3NPS in total from the Open Molecules 2025 dataset. Energies are from the ωB97M-V functional and the def2-TZVPD basis.

```
! wB97M-V def2-TZVPD RIJCOSX def2/J DEFGRID3
* xyz 0 1
N 0.179 -0.962 -1.295
P 1.662 0.887 0.243
S -0.129 -0.010 -0.124
Cl -2.025 0.837 -0.053
H -0.589 -1.237 -1.887
H 1.290 1.102 1.462
H -0.387 -0.617 1.653
*
```

Properties
Frontier orbital gap (alpha / beta) ... 6.910 / 6.911 eV
LUMO energy (alpha / beta) ... -1.485 / -1.484 eV

<2>
Here is an isolated molecule of ClH3NPS from the Open Molecules 2025 dataset. Energies are from the ωB97M-V functional and the def2-TZVPD basis.

```
! wB97M-V def2-TZVPD RIJCOSX def2/J DEFGRID3
* xyz 0 1
N -0.065 -0.930 1.595
P -1.343 1.662 0.343
S 0.128 0.140 0.414
Cl 2.339 0.910 0.108
H -0.816 -0.519 2.155
H -0.816 2.185 -0.924
H 0.350 -0.895 -0.645
*
```

Properties
Frontier orbital gap (alpha / beta) ... 6.814 / 6.812 eV
LUMO energy (alpha / beta) ... -2.067 / -2.067 eV

Q: Which of them is the most stable? A: <2>.

<1>
Here is an isolated molecule of C4H7OP from the Open Molecules 2025 dataset. Energies are from the ωB97M-V functional and the def2-TZVPD basis.

```
! wB97M-V def2-TZVPD RIJCOSX def2/J DEFGRID3
* xyz 0 1
C 0.810 -2.219 0.448
C -0.044 -1.355 0.445
C -0.066 0.987 1.318
C -0.818 -0.182 0.519
O -0.866 0.519 -1.001
P 0.398 0.104 -1.948
H 1.367 -3.109 0.358
H 0.882 0.882 0.774
H -0.110 0.721 2.404
H -0.500 2.055 1.129
H -1.924 -0.258 0.703
H -0.267 0.429 -3.225
H 1.137 1.426 -1.925
*
```

Properties
Frontier orbital gap ... 9.768 eV
LUMO energy ... 0.872 eV

<2>
Here is an isolated molecule of C4H7OP from the Open Molecules 2025 dataset. Energies are from the ωB97M-V functional and the def2-TZVPD basis.

```
! wB97M-V def2-TZVPD RIJCOSX def2/J DEFGRID3
* xyz 0 1
C -0.862 0.621 0.449
C -0.430 -0.513 -0.292
C 0.210 1.417 1.248
C 0.912 -0.742 -0.848
O -2.006 0.997 0.474
P -2.044 -1.764 -0.730
H 0.254 1.198 2.415
H 0.044 2.485 1.248
H 1.167 1.161 0.841
H 1.565 0.071 -1.011
H 0.867 -0.983 -1.847
H 1.366 -1.573 -0.379
H -1.043 -2.375 -1.569
*
```

Properties
Frontier orbital gap (alpha / beta) ... 7.773 / 7.845 eV
LUMO energy (alpha / beta) ... -1.220 / -1.042 eV

Q: Which of them is the most stable? A: <2>.

<1>
Here is an isolated molecule of C19H21NO4 from the Open Molecules 2025 dataset. Energies are from the ωB97M-V functional and the def2-TZVPD basis.

```
! wB97M-V def2-TZVPD RIJCOSX def2/J DEFGRID3
* xyz 0 1
C -1.980 -3.064 0.450
C -2.943 -1.954 0.852
H -3.940 -2.365 1.026
H -2.600 -1.486 1.776
C -3.036 -0.877 -0.240
C -1.735 -0.109 -0.299
O -1.160 0.385 0.635
O -1.299 0.005 -1.566
C -0.035 0.621 -1.702
H -0.047 1.612 -1.234
H 0.147 0.706 -2.776
C 1.045 -0.267 -1.053
O 0.836 -1.429 -0.801
N 2.206 0.402 -0.845
C 3.408 -0.076 -0.302
C 4.460 0.835 -0.200
C 5.681 0.435 0.322
C 5.846 -0.886 0.741
C 4.800 -1.777 0.637
C 3.576 -1.388 0.117
H 2.762 -2.087 0.041
H 4.933 -2.796 0.965
H 6.802 -1.181 1.144
O 6.767 1.243 0.463
C 6.665 2.590 0.072
H 6.452 2.684 -0.998
H 7.638 3.032 0.282
H 5.897 3.119 0.646
H 4.303 1.851 -0.532
H 2.219 1.384 -1.086
C -4.163 0.092 0.033
C -5.255 0.152 -0.823
C -6.303 1.018 -0.567
C -6.270 1.839 0.547
C -5.181 1.789 1.402
C -4.135 0.921 1.148
H -3.282 0.893 1.809
H -5.147 2.430 2.270
H -7.087 2.516 0.747
H -7.148 1.052 -1.240
H -5.286 -0.486 -1.696
H -3.190 -1.350 -1.213
H -1.896 -3.798 1.249
H -2.333 -3.572 -0.446
H -0.992 -2.659 0.246
*
```

Properties
Frontier orbital gap ... 8.890 eV
LUMO energy ... 0.498 eV

<2>
Here is an isolated molecule of C19H21NO4 from the Open Molecules 2025 dataset. Energies are from the ωB97M-V functional and the def2-TZVPD basis.

```
! wB97M-V def2-TZVPD RIJCOSX def2/J DEFGRID3
* xyz 0 1
C 2.370 3.021 3.051
H 3.362 3.066 3.502
H 2.208 3.904 2.431
H 1.620 2.995 3.845
O 2.357 1.835 2.281
C 1.529 1.743 1.202
C 1.952 0.853 0.214
C 1.236 0.662 -0.952
C 0.077 1.400 -1.161
C -0.371 2.259 -0.180
C 0.317 2.423 1.019
O -0.219 3.264 1.976
C -0.999 2.615 2.982
C -2.254 1.958 2.408
H -2.830 1.511 3.214
H -2.868 2.703 1.907
H -1.991 1.180 1.695
C -1.362 3.691 3.999
H -1.911 3.253 4.827
H -1.977 4.449 3.521
H -0.464 4.171 4.381
H -0.387 1.834 3.465
H -1.280 2.824 -0.320
H -0.476 1.288 -2.081
C 1.679 -0.349 -1.977
N 0.615 -1.281 -2.259
C 0.071 -1.472 -3.510
O 0.424 -0.946 -4.529
O -0.945 -2.370 -3.409
C -1.055 -2.728 -2.092
C -1.943 -3.594 -1.495
C -1.832 -3.756 -0.122
C -0.875 -3.081 0.634
C 0.019 -2.213 0.018
C -0.084 -2.047 -1.350
H 0.762 -1.679 0.588
C -0.804 -3.307 2.115
H -0.401 -4.298 2.324
H -1.796 -3.252 2.558
H -0.164 -2.569 2.590
H -2.513 -4.426 0.381
H -2.689 -4.116 -2.071
H 2.559 -0.895 -1.620
H 1.920 0.133 -2.930
H 2.873 0.318 0.393
*
```

Properties
Frontier orbital gap ... 8.953 eV
LUMO energy ... 0.656 eV

Q: Which of them is the most stable? A: <1>.